[1]
C30H30F5N6O2Tl | ωB97M-V/def2-TZVPD

- HOMO energy (spin up / spin down) (eV) = -0.8 / -0.8
- total charge = -2

```
74
Properties=species:S:1:pos:R:3:forces:R:3:mulliken_charge:R:1
Tl 12.275 9.886 13.031 -0.587 -1.400 -0.265 0.261
N 3.548 9.360 18.301 1.443 1.411 0.224 -0.107
C 3.718 8.085 18.737 -2.993 -2.397 0.413 -0.339
C 4.955 7.880 19.257 -0.856 1.190 -0.278 -0.235
N 5.580 9.108 19.195 0.856 -0.083 -0.259 -0.583
C 4.757 9.937 18.604 0.743 0.128 1.258 0.337
C 5.091 11.317 18.270 -0.438 -0.339 -0.656 0.350
N 5.919 12.153 18.796 0.656 0.095 1.347 -0.636
C 6.077 13.166 17.880 1.886 0.329 1.694 -0.393
C 5.414 12.917 16.785 -3.113 -0.724 -2.102 -0.290
N 4.625 11.781 17.084 1.055 1.219 -1.117 -0.152
H 2.758 9.966 18.070 0.163 -1.157 0.135 0.296
H 2.828 7.446 18.815 0.648 0.095 -0.414 0.334
H 5.329 6.943 19.685 0.111 0.786 -0.230 0.373
H 6.774 13.971 18.008 0.093 0.140 0.373 0.387
H 5.264 13.457 15.860 0.143 -0.091 0.179 0.373
H 4.272 11.205 16.361 -0.377 -0.601 -0.555 0.286
O 13.932 11.354 10.805 -0.199 -0.098 -0.901 -0.428
C 14.706 11.947 11.750 2.284 -0.212 1.604 -0.365
C 14.952 13.415 11.699 -1.446 1.954 0.865 0.478
C 16.228 13.960 11.710 -3.217 -4.647 -1.433 -0.354
C 16.553 15.207 11.760 -1.082 5.134 2.985 -0.489
C 15.408 16.132 12.135 1.683 -0.426 -1.329 -0.529
C 14.091 15.601 11.943 3.742 6.439 2.263 -0.149
N 13.969 14.363 11.822 -5.563 -7.323 -1.499 0.399
H 13.269 12.013 10.630 -1.291 0.237 -0.327 0.416
H 15.731 11.598 11.698 0.459 -0.549 -0.830 0.230
H 14.539 11.543 12.768 -1.010 0.845 0.102 0.029
H 16.981 13.282 11.557 1.720 -1.807 -0.210 0.328
H 17.638 15.062 11.928 -0.215 2.718 -0.162 0.285
H 15.551 17.203 12.492 -0.175 -1.594 -0.845 0.287
H 13.205 16.219 12.163 0.484 -0.687 -0.463 0.362
O 12.545 13.973 11.766 4.001 0.232 0.013 -0.655
F 10.352 9.208 3.141 0.115 -0.651 -0.128 -0.286
C 9.861 10.452 3.401 1.074 0.972 -0.399 0.890
C 8.581 10.674 3.733 -0.540 -1.325 -0.524 -1.320
C 8.239 11.964 3.886 -0.835 -0.552 0.912 0.783
F 6.937 12.263 4.167 -0.730 0.526 0.008 -0.308
C 9.120 12.980 3.964 0.845 2.292 -0.157 -0.048
F 8.742 14.290 4.188 0.103 -0.479 0.132 -0.337
C 10.459 12.745 3.696 -0.069 -0.965 -0.672 0.379
F 11.409 13.687 3.732 0.082 0.745 -0.001 -0.325
C 10.811 11.477 3.275 -0.710 -0.446 0.822 -0.088
F 12.070 11.247 2.872 0.639 -0.077 -0.098 -0.340
C 14.640 6.708 15.464 0.723 -1.059 1.226 -1.708
C 13.372 7.237 14.783 1.764 -1.116 0.122 0.872
C 12.767 8.305 15.713 -1.328 -1.877 -0.231 -1.343
C 12.315 6.201 14.392 -0.279 1.062 0.148 0.120
C 12.013 5.113 15.186 0.049 -0.733 1.815 -0.121
C 10.791 4.401 15.143 0.938 0.983 -1.181 -1.133
C 9.921 4.817 14.131 1.088 0.191 0.423 -0.558
C 10.181 5.831 13.243 0.862 1.131 -0.011 0.468
C 9.030 6.320 12.411 0.232 0.842 -0.917 0.237
C 8.512 7.609 13.118 -1.002 -1.221 0.044 -1.137
C 9.394 6.542 10.894 -0.700 -2.555 0.780 -1.487
C 11.388 6.673 13.368 0.394 0.644 -0.573 0.124
N 11.640 7.804 12.649 -0.479 -0.435 0.827 -0.685
H 15.469 7.489 15.486 -0.961 -0.960 -0.104 0.332
H 15.024 5.726 15.076 -0.195 1.047 -0.281 0.371
H 14.424 6.426 16.519 0.145 0.396 -0.259 0.304
H 13.833 7.610 13.861 -0.857 0.570 -0.104 0.256
H 12.598 7.813 16.712 0.121 0.558 -0.826 0.363
H 11.786 8.479 15.249 -0.007 0.472 0.574 0.233
H 13.320 9.207 15.832 0.576 0.738 0.027 0.319
H 12.680 4.863 16.054 -0.332 0.269 -0.892 0.112
H 10.533 3.597 15.805 0.114 -0.190 0.267 0.387
H 8.959 4.403 14.087 -1.362 -0.816 -0.139 0.342
H 8.262 5.579 12.466 -0.706 -0.646 0.013 0.430
H 8.175 7.343 14.158 0.778 0.400 -0.743 0.258
H 7.627 8.045 12.658 -0.188 -0.008 -0.465 0.469
H 9.309 8.313 13.038 0.496 0.635 0.551 0.055
H 9.721 5.579 10.363 -0.513 1.080 0.942 0.276
H 10.209 7.180 10.895 1.617 1.419 -0.264 0.284
H 8.578 6.951 10.330 -0.568 0.322 -0.245 0.452
```
Positions in Å, forces in eV/Å.



[2]
C4H14NO2 | ωB97M-V/def2-TZVPD

- HOMO energy (eV) = -14.0
- total charge = +1

```
21
Properties=species:S:1:pos:R:3:forces:R:3:mulliken_charge:R:1
C -2.003 3.338 0.604 -0.811 1.155 0.286 -1.141
C -1.403 2.455 -0.475 -0.931 -1.586 -0.387 -0.256
C -1.720 0.970 -0.180 1.460 1.966 1.590 -0.229
C -0.687 0.209 0.140 -0.963 -0.950 0.505 -0.475
N -0.888 -1.230 0.433 1.388 -0.730 -1.409 -0.285
H -2.986 2.930 0.860 0.131 0.024 0.233 0.302
H -2.228 4.376 0.331 0.120 -0.287 -0.770 0.333
H -1.458 3.548 1.526 0.405 -0.958 -0.024 0.315
H -0.340 2.500 -0.670 0.283 0.477 0.173 0.346
H -1.899 2.595 -1.444 0.089 0.538 0.149 0.271
H -2.718 0.751 0.189 -0.254 -0.528 -1.030 0.328
H 0.322 0.508 0.391 0.079 0.117 -0.755 0.338
H -0.663 -1.504 1.383 -0.362 0.043 0.412 0.331
H -1.754 -1.640 0.093 -0.383 0.402 0.388 0.374
H -0.104 -1.757 -0.126 -0.569 0.654 0.850 0.462
H 2.262 -2.214 -0.243 -0.069 0.633 0.198 0.364
H 1.329 -3.348 -0.399 -0.398 -0.966 -0.145 0.281
O 1.300 -2.420 -0.202 0.837 0.060 -0.140 -0.626
H 4.311 -2.550 -1.094 0.647 -0.227 -0.571 0.310
H 4.765 -1.617 0.071 0.269 0.023 -0.051 0.312
O 4.027 -2.083 -0.320 -0.967 0.140 0.501 -0.656
```
Positions in Å, forces in eV/Å.



[3]
C3H11NO4PS | ωB97M-V/def2-TZVPD

- HOMO energy (eV) = -2.8
- total charge = -1

```
21
Properties=species:S:1:pos:R:3:forces:R:3:mulliken_charge:R:1
C -3.142 -0.949 -1.303 -0.175 -1.446 1.214 -0.817
P -2.004 0.561 -1.572 -1.933 2.343 -0.747 0.175
C -1.270 1.241 0.053 1.011 -0.493 1.823 -0.664
O -0.804 0.300 -2.806 0.988 -1.021 3.271 -0.314
S 0.561 -0.541 -2.216 -0.242 -2.957 2.456 0.517
O 0.187 -1.439 -0.974 0.683 3.591 -3.988 -0.500
O 1.663 0.699 -1.756 -3.934 0.074 -2.571 -0.176
N 2.678 0.211 -1.023 2.358 -0.517 2.800 -0.521
H -4.226 -0.556 -0.995 2.483 -0.499 -0.881 0.292
H -3.248 -1.561 -2.311 0.351 1.262 2.171 0.253
H -2.796 -1.630 -0.391 -0.628 1.093 -2.158 0.264
H -0.100 1.386 0.049 -2.259 -0.523 -0.084 0.218
H -1.716 2.307 0.350 0.639 -2.475 -1.033 0.320
H -1.491 0.468 0.930 0.551 1.691 -1.775 0.209
H 2.725 -0.831 -1.031 -0.272 1.103 0.225 0.266
H 2.493 0.582 -0.043 0.421 -1.423 -0.203 0.484
C 2.105 -0.031 2.975 -0.212 -0.525 0.755 -0.785
O 2.343 0.599 1.834 0.198 0.698 -1.252 -0.848
H 2.399 -1.093 3.037 0.300 -0.660 -0.299 0.226
H 2.588 0.368 3.883 0.467 0.542 0.349 0.225
H 1.055 -0.090 3.310 -0.795 0.144 -0.074 0.178
```
Positions in Å, forces in eV/Å.



[4]
CH6BN | ωB97M-V/def2-TZVPD

- HOMO energy (eV) = -9.9
- SMILES = BNC
- total charge = 0

```
9
Properties=species:S:1:pos:R:3:forces:R:3:mulliken_charge:R:1
B -0.734 -1.133 -0.589 0.010 -0.118 0.056 -0.006
C 0.577 0.701 0.520 2.152 3.288 -2.603 -0.721
N -0.445 0.170 -0.235 -3.039 -0.611 -2.574 -0.177
H -1.352 -1.546 -1.497 -0.681 0.725 -0.529 -0.070
H -0.320 -2.004 0.010 1.009 -1.036 1.197 -0.090
H 1.394 0.984 -0.247 -0.765 0.091 1.162 0.251
H 0.297 1.646 0.992 0.141 -0.438 0.615 0.241
H 1.061 -0.020 1.044 0.991 -1.881 2.412 0.370
H -0.886 0.851 -0.849 0.181 -0.020 0.263 0.202
```
Positions in Å, forces in eV/Å.



[5]
C6H7NO3 | ωB97M-V/def2-TZVPD

- HOMO energy (eV) = -10.4
- SMILES = N#CC[C@H]1C(=O)[C@H]2O[C@H]21.O
- total charge = 0

```
17
Properties=species:S:1:pos:R:3:forces:R:3:mulliken_charge:R:1
O 0.306 -1.217 2.363 -0.284 0.061 -0.728 -0.518
C -0.162 -1.035 1.278 0.368 0.292 0.966 0.096
C -1.567 -0.782 0.753 -0.241 -0.245 0.212 -0.146
O -1.414 0.325 -0.142 -0.056 0.071 -0.116 -0.363
C -1.053 -0.958 -0.622 0.091 -0.082 -0.286 -0.432
C 0.398 -1.176 -0.159 -0.193 -0.754 -0.408 0.119
C 1.482 -0.319 -0.800 0.534 -0.028 -0.868 -0.528
C 2.503 0.238 0.098 0.277 1.734 1.685 0.190
N 3.108 0.891 0.850 -0.782 -1.544 -1.475 -0.436
H -2.547 -0.968 1.194 0.340 0.082 -0.174 0.412
H -1.569 -1.354 -1.496 0.140 0.137 0.269 0.438
H 0.667 -2.239 -0.272 -0.057 0.215 0.191 0.452
H 1.998 -0.910 -1.571 -0.115 0.043 0.252 0.351
H 1.055 0.521 -1.367 -0.032 -0.040 0.441 0.302
O -1.166 3.289 -0.266 0.790 0.369 1.630 -0.655
H -1.286 2.357 -0.497 0.144 0.138 0.507 0.406
H -0.753 3.336 0.656 -0.921 -0.449 -2.097 0.314
```
Positions in Å, forces in eV/Å.



[6]
C31H55MgO5SSi | ωB97M-V/def2-TZVPD

- HOMO energy (eV) = -4.1
- total charge = -1

```
94
Properties=species:S:1:pos:R:3:forces:R:3:mulliken_charge:R:1
O -3.585 4.388 -3.695 -2.036 1.654 -2.350 -0.434
C -4.118 3.931 -4.996 0.052 -0.441 0.446 -0.404
C -4.604 5.332 -5.393 0.326 -0.349 0.383 -0.758
H -4.922 3.209 -4.783 0.342 0.077 -0.353 0.212
H -3.347 3.506 -5.663 -0.264 0.007 0.524 0.224
C -4.081 5.733 -3.999 -0.340 0.285 0.114 1.503
H -5.691 5.402 -5.515 0.333 0.182 -0.117 0.300
H -4.045 5.799 -6.210 -0.307 -0.151 0.050 0.301
C -5.208 6.051 -3.049 -0.040 0.187 0.345 -1.631
H -5.941 5.236 -3.077 0.121 0.208 0.072 0.393
H -5.700 6.986 -3.333 0.001 -0.047 0.010 0.390
H -4.833 6.155 -2.025 -0.078 -0.070 -0.116 0.322
C -2.948 6.737 -4.014 0.177 0.089 0.154 -1.759
H -2.172 6.400 -4.716 -0.139 0.112 0.242 0.357
H -2.507 6.836 -3.010 -0.079 -0.056 -0.310 0.333
H -3.299 7.728 -4.336 0.006 -0.244 0.075 0.428
Mg 0.049 1.088 -0.057 0.106 -0.504 -0.347 0.545
C 2.307 0.991 -0.157 0.655 -0.046 -0.690 -0.218
C 1.855 0.054 -1.138 0.369 0.275 -0.098 -0.216
C 1.315 0.781 -2.232 0.242 0.157 0.353 -0.938
H 1.902 -1.032 -1.068 -0.093 0.609 0.088 0.310
C 1.473 2.176 -1.952 0.217 -0.253 0.120 -0.220
C 2.082 2.300 -0.681 0.207 -0.235 -0.332 -1.531
H 2.359 3.240 -0.208 -0.176 -0.280 -0.046 0.411
H 2.852 0.741 0.756 -0.451 0.055 -0.262 0.577
H 0.954 0.335 -3.159 0.016 0.119 0.366 0.457
H 1.270 2.997 -2.642 -0.134 -0.253 0.367 0.516
C -0.257 1.208 2.151 -0.688 0.651 0.754 -0.204
C -0.002 2.556 1.759 -0.969 -0.236 0.375 -0.740
C -1.092 2.979 0.927 0.292 0.016 0.568 -0.799
H 0.792 3.162 2.201 -0.085 -0.166 -0.694 0.435
C -2.041 1.912 0.859 0.237 -0.180 0.479 -0.334
C -1.539 0.834 1.646 0.186 0.354 0.110 -0.471
H -2.033 -0.112 1.869 0.255 0.296 -0.376 0.463
H 0.369 0.588 2.793 -0.267 0.216 -0.376 0.320
H -1.238 3.983 0.526 0.133 -0.387 -0.019 0.402
H -3.029 1.954 0.403 0.455 -0.025 -0.103 0.483
O -2.875 1.939 -2.353 0.987 -1.785 -0.627 -0.486
C -1.782 2.736 -2.860 -0.460 2.224 0.049 0.810
C -1.145 2.082 -4.097 -0.034 -0.338 0.512 -0.567
H -1.061 3.104 -2.082 -0.482 -1.003 -0.360 -0.188
H -2.380 3.618 -3.180 2.066 -0.968 0.687 -0.110
C -1.987 0.806 -4.225 -0.499 -0.029 -0.351 -0.664
H -0.077 1.901 -3.964 -0.276 -0.066 -0.022 0.257
H -1.267 2.683 -5.012 0.064 0.039 0.349 0.327
C -2.604 0.582 -2.818 0.366 0.472 0.279 0.066
H -1.439 -0.044 -4.658 -0.226 0.142 0.327 0.339
H -2.792 1.099 -4.929 0.073 -0.610 0.353 0.263
H -1.865 0.089 -2.122 -0.640 0.239 -0.619 -0.208
H -3.559 0.014 -2.822 0.643 0.352 0.032 0.377
C 0.320 -5.571 0.652 -0.097 -0.135 -0.064 -1.679
C 0.449 -5.115 2.104 0.322 0.667 0.048 1.658
C -0.887 -4.644 2.665 -0.347 -0.096 0.063 -1.143
C 0.969 -6.261 2.976 0.122 0.013 0.000 -1.756
O 1.420 -4.031 2.173 -0.515 -0.465 -0.038 0.299
Si 1.197 -2.400 1.806 0.311 -0.073 0.212 0.028
S -0.163 -1.901 0.404 -0.624 -0.240 -0.497 -0.777
O 0.791 -1.619 3.219 0.472 -0.036 1.033 0.183
C 1.360 -1.658 4.556 -0.112 -0.047 -0.674 2.131
C 0.996 -0.349 5.253 -0.078 0.095 -0.023 -2.018
C 0.752 -2.818 5.337 -0.016 -0.188 0.189 -1.687
C 2.877 -1.787 4.518 0.377 -0.063 0.227 -1.465
O 2.736 -1.897 1.416 0.726 -0.483 -0.104 0.034
C 3.834 -2.632 0.813 -0.519 0.359 0.447 1.967
C 4.872 -1.601 0.382 -0.025 0.120 -0.155 -1.760
C 4.496 -3.517 1.859 0.141 -0.307 0.130 -1.618
C 3.371 -3.469 -0.374 0.092 -0.172 -0.195 -1.145
H -0.397 -6.405 0.589 0.116 0.200 -0.031 0.500
H 1.290 -5.935 0.289 -0.173 0.077 0.044 0.310
H -0.021 -4.745 0.010 0.115 -0.210 0.246 0.165
H -1.577 -5.496 2.735 0.056 0.125 -0.053 0.563
H -0.744 -4.244 3.676 -0.073 -0.053 -0.288 0.134
H -1.336 -3.873 2.028 0.138 -0.113 0.158 0.117
H 1.955 -6.598 2.629 -0.152 0.101 0.093 0.313
H 1.045 -5.945 4.026 0.036 -0.067 -0.279 0.333
H 0.273 -7.112 2.922 0.177 0.205 0.009 0.415
H 1.347 -0.384 6.294 -0.084 0.040 -0.192 0.450
H -0.091 -0.202 5.252 0.224 0.034 -0.060 0.339
H 1.477 0.504 4.755 -0.171 -0.168 0.084 0.465
H 1.029 -3.787 4.902 -0.091 0.302 0.007 0.067
H 1.122 -2.797 6.372 -0.065 -0.002 -0.158 0.481
H -0.340 -2.721 5.364 0.196 -0.067 -0.052 0.381
H 3.194 -2.770 4.151 -0.147 0.283 -0.081 0.127
H 3.319 -0.995 3.902 -0.118 -0.257 -0.015 0.236
H 3.284 -1.679 5.535 -0.150 -0.019 -0.134 0.542
H 5.208 -1.034 1.260 -0.117 -0.019 -0.220 0.343
H 5.741 -2.125 -0.039 -0.129 0.157 0.014 0.432
H 4.465 -0.910 -0.367 0.078 -0.109 0.177 0.255
H 3.802 -4.272 2.248 0.138 0.234 -0.059 0.006
H 5.355 -4.027 1.399 -0.126 0.034 0.128 0.532
H 4.871 -2.891 2.678 -0.087 -0.201 -0.101 0.322
H 2.702 -4.279 -0.058 0.113 0.319 -0.043 -0.124
H 2.867 -2.856 -1.128 0.054 -0.118 0.184 0.273
H 4.256 -3.926 -0.838 -0.148 0.050 0.009 0.530
```
Positions in Å, forces in eV/Å.



In eV/Å, the maximum force values for the records above are, in order, 9.3 2.9 5.4 4.7 2.4 3.5.